[1]
This record from the Open Molecules 2025 dataset describes a molecular structure, C47H49LuNO8PS in a non-equilibrium geometry. The level of theory is wB97M-V/def2-TZVPD.

```
108
Properties=species:S:1:pos:R:3:lowdin_charge:R:1
C -0.164 3.640 -0.326 -0.6131
H -1.560 -2.716 2.023 0.0896
H 2.851 -1.362 0.816 0.0460
H 6.171 -1.544 -2.813 0.0632
C 4.040 3.929 0.124 -0.0083
C -4.447 0.698 1.113 -0.1086
H 1.870 0.613 -4.356 0.0300
C 0.462 0.850 4.971 -0.1277
C 0.755 -1.930 -3.712 -0.0805
O -0.411 1.424 -4.601 -0.2917
Lu 0.934 0.325 -0.877 1.8724
C -0.776 0.418 4.537 -0.1057
H 1.250 -3.751 -0.314 0.0509
C 1.454 -0.488 3.224 -0.1445
H 5.440 -3.679 -1.680 0.0659
H -1.666 3.632 -4.436 0.1121
O 3.204 0.404 -0.229 -0.1509
C 4.008 1.336 0.047 -0.6001
C 1.571 0.267 4.376 -0.0946
C -3.301 2.294 3.048 -0.0885
C 1.565 -3.822 -1.355 -0.0529
H 1.218 -2.681 -4.368 0.0825
H 3.353 -0.063 -5.044 0.0768
C -2.674 2.012 -1.646 -0.2704
H -5.706 -1.884 -2.827 0.0920
H 3.299 -2.915 1.523 0.0737
O -0.691 0.142 -2.538 -0.5019
C 2.295 -2.647 3.960 -0.0709
H -4.467 2.480 -0.570 0.0924
C -4.191 -0.735 -1.837 -0.0961
C -0.929 -0.349 3.390 -0.1458
C -3.998 -3.079 -2.328 -0.1059
C -2.303 3.407 -3.594 -0.0561
C -2.939 -0.743 -1.242 -0.3336
H -3.788 4.894 -4.019 0.0943
H -1.535 2.218 1.845 0.1036
C 4.713 -3.254 -0.981 -0.0617
C -5.182 1.073 2.227 -0.1062
H 0.671 -3.948 -1.963 0.0524
O 0.109 -0.748 1.243 -0.2313
H -3.081 -0.395 3.287 0.1052
N 2.024 2.681 -0.102 0.1107
H -4.906 0.053 0.377 0.0898
C -3.851 2.722 -1.422 -0.0690
C -2.566 1.914 1.939 -0.0765
O -0.516 2.452 -0.068 -0.2386
C -4.721 -1.900 -2.369 -0.1001
H 5.757 -0.279 -1.651 0.0620
C 0.199 -0.535 2.522 -0.3072
C -2.245 -1.101 3.275 -0.3599
H -2.508 -1.417 5.421 0.0607
C -4.615 1.883 3.196 -0.1098
C 2.550 -1.503 2.956 -0.3511
O -0.863 4.593 -0.654 0.0412
H -4.425 -3.989 -2.730 0.0902
C -3.136 1.134 0.936 -0.3186
H 1.590 -2.493 1.317 0.0577
C 1.344 3.819 -0.169 -0.1728
H -1.192 -1.903 -0.842 0.0898
H 2.354 -2.295 4.988 0.0665
H 3.018 -3.451 3.820 0.0641
H -2.141 -3.993 -1.779 0.0990
H 5.523 0.001 -3.380 0.0625
H 3.433 1.199 -3.806 0.0710
P -2.032 0.700 -0.499 1.1045
C 2.574 -2.103 1.561 -0.0844
H -4.760 0.186 -1.891 0.0970
C -4.254 3.740 -2.269 -0.0780
H 1.329 5.947 -0.162 0.1088
O 5.201 1.264 0.333 0.0183
H -5.191 2.176 4.066 0.0909
H -1.656 0.674 5.117 0.1018
C -3.481 4.093 -3.360 -0.0824
H 5.264 -2.646 -0.265 0.0751
H -3.319 -2.485 2.014 0.0831
H 0.494 -1.068 -4.325 0.0461
H 3.531 -1.061 3.174 0.1345
C 2.918 -0.753 -3.049 -0.2836
H -6.199 0.716 2.341 0.0925
C 5.457 -0.746 -2.589 -0.0419
H 2.170 -4.725 -1.454 0.0665
H 5.113 3.901 0.254 0.1073
C 3.326 5.118 0.073 -0.0664
C 1.768 -1.550 -2.623 -0.3492
H 0.561 1.497 5.832 0.0766
H 1.294 -3.047 3.799 0.0770
H -5.173 4.273 -2.060 0.0961
H 4.241 -4.075 -0.445 0.0559
H -2.262 -1.359 1.152 0.0157
S -0.452 1.463 -3.153 0.4833
C 4.062 -1.284 -2.478 -0.2514
C -2.355 -1.974 2.038 -0.0712
H -1.518 -2.637 4.627 0.0778
O 0.736 2.060 -2.543 -0.3613
C 3.706 -2.424 -1.715 -0.2484
H -2.833 2.896 3.813 0.1020
H -0.176 -2.344 -3.322 0.0458
C -2.725 -3.085 -1.778 -0.0805
C -1.921 2.388 -2.748 -0.2564
H 3.836 6.070 0.169 0.0953
C -2.397 -2.005 4.513 -0.0710
C 2.888 0.307 -4.120 -0.0621
C -2.200 -1.925 -1.249 -0.1246
H -3.278 -2.639 4.408 0.0659
C 1.952 5.066 -0.098 -0.0059
C 2.340 -2.618 -1.815 -0.2652
H 2.547 0.384 4.836 0.1034
C 3.346 2.727 0.021 -0.1546
```

Values from the calculation:
Kohn-Sham gap in eV: 5.82
Net charge: -2


[2]
This record from the Open Molecules 2025 dataset describes a molecular structure, C47H49N3O3P2SSiV. The level of theory is wB97M-V/def2-TZVPD.

```
107
Properties=species:S:1:pos:R:3:lowdin_charge:R:1
H -2.658 2.610 -2.543 0.0905
H 6.719 -0.861 -1.048 0.1076
H -0.374 4.842 -2.271 0.0978
H -0.541 0.831 -2.300 0.0670
H 2.217 -0.514 -3.046 0.1023
H -0.073 2.818 -0.935 0.0855
C -2.962 3.555 0.586 -0.0539
C -4.575 0.737 -1.848 -0.0279
H 3.233 -3.091 2.220 0.0252
H 3.843 2.273 -2.617 0.1031
P 2.121 0.951 -0.585 1.0031
C 5.733 -0.784 -1.487 -0.0679
C -5.311 -3.342 0.596 -0.0768
H 1.618 -6.680 1.157 0.1080
V 0.182 -0.403 -0.010 0.3057
H 4.966 0.432 0.107 0.1082
O -2.556 7.233 0.992 -0.3485
C 2.911 2.821 -2.547 -0.0894
H 3.970 -1.800 -4.194 0.1043
H -1.567 -3.327 5.833 0.1064
H -3.964 3.645 0.186 0.1034
C 1.631 -5.808 -0.803 -0.0740
H 4.261 4.178 2.519 0.1086
C 2.718 3.945 -3.337 -0.0754
H 3.375 -2.660 0.515 0.0165
H -5.611 -1.405 1.482 0.1116
C -3.532 -1.887 1.297 -0.1176
C -2.581 -2.825 0.889 -0.3641
N -2.266 0.236 -1.489 -0.0438
C -1.155 2.244 1.451 -0.3027
H -2.298 -4.764 -0.001 0.1024
H 2.914 0.521 4.254 0.0838
H 0.140 -2.896 -1.650 0.0887
C 2.780 1.524 1.023 -0.3854
H 0.617 3.326 2.010 0.1060
C -4.375 -4.277 0.182 -0.0730
C -3.249 0.527 -2.566 -0.6207
H -3.616 2.137 -3.949 0.0950
H 1.487 -4.696 -2.637 0.1061
N -0.567 0.930 1.672 0.0341
H 4.276 -1.753 1.729 0.0239
H -0.318 5.519 1.311 0.1231
C -2.449 2.325 0.978 -0.0506
H -6.368 -3.544 0.482 0.1067
H -1.210 0.345 2.202 0.0825
C -0.396 3.395 1.625 -0.0388
C 1.129 -1.746 4.524 -0.0813
C -4.888 -2.143 1.158 -0.0773
C -3.376 -0.638 -3.549 -0.0441
H -1.923 1.683 -3.867 0.0789
C 4.745 -0.053 -0.837 -0.0802
C 3.205 -0.590 -2.601 -0.1037
H 3.513 3.413 0.295 0.1105
C 0.539 4.269 -2.368 -0.0391
C 0.726 3.129 -1.598 -0.0964
C 3.324 -2.250 1.527 -0.1964
O -4.253 5.941 -0.221 -0.3630
C 0.457 -3.728 -1.025 -0.1052
H 0.240 1.028 2.286 0.0631
H -4.700 -5.212 -0.256 0.1063
C -3.015 -4.022 0.329 -0.0747
H 2.228 -6.600 -1.236 0.1061
P -0.821 -2.357 1.014 0.9823
H 0.564 -2.279 6.522 0.1064
C 2.602 0.662 2.125 -0.3048
H -0.958 -0.700 -2.720 0.0845
H -4.881 -0.167 -1.311 0.0770
O -2.091 6.401 -1.250 -0.3682
H -2.474 -0.784 -4.151 0.0714
C -0.419 -2.346 2.802 -0.3801
H 3.497 4.259 -4.020 0.1046
C 3.037 1.134 3.370 -0.0791
H -4.506 1.560 -1.136 0.0754
C 1.215 -4.742 -1.590 -0.0722
Si 1.867 -1.063 1.718 0.5900
C 0.800 -1.732 3.164 -0.2797
C -0.914 4.619 1.221 -0.0403
C -1.260 -2.922 3.750 -0.0844
H 3.924 2.729 4.495 0.1065
C 3.392 2.768 1.158 -0.0793
S -2.845 6.231 -0.015 0.3936
H -5.357 0.975 -2.569 0.0942
C 1.287 -5.855 0.541 -0.0657
H 2.067 -1.320 4.859 0.0902
C 5.459 -1.411 -2.692 -0.0785
H 6.232 -1.976 -3.197 0.1044
H 0.277 -4.871 2.157 0.1115
H -4.186 -0.454 -4.256 0.0908
C -2.828 1.812 -3.268 -0.0285
C 1.541 4.673 -3.240 -0.0610
H -2.557 -0.596 -0.981 0.0797
H -3.601 -1.569 -3.021 0.0849
H -2.189 -3.392 3.447 0.1054
C 3.806 3.202 2.407 -0.0703
C -2.190 4.704 0.657 -0.2495
N -0.930 -0.040 -1.943 -0.0325
C 3.618 2.386 3.514 -0.0709
H -3.035 1.424 0.856 0.0857
H 1.398 5.561 -3.842 0.1110
C 0.286 -2.303 5.476 -0.0723
C 3.476 0.053 -1.392 -0.3722
C 0.102 -3.767 0.322 -0.3770
C 4.190 -1.313 -3.252 -0.0773
H -3.223 -0.942 1.734 0.0976
C -0.910 -2.892 5.091 -0.0741
C 1.918 2.415 -1.654 -0.3574
C 0.527 -4.838 1.103 -0.0719
```

Values from the calculation:
Kohn-Sham gap (spin up / spin down) in eV: 7.10 / 7.11
Spin multiplicity: 4


[3]
This record from the Open Molecules 2025 dataset describes a molecular structure, C47H50Br2CrF8NO4PSSi in a non-equilibrium geometry. The level of theory is wB97M-V/def2-TZVPD.

```
116
Properties=species:S:1:pos:R:3:lowdin_charge:R:1
C 2.399 -3.410 -3.247 -0.1053
H 5.297 -0.469 0.235 0.0611
H 2.651 -4.006 -4.117 0.0892
O -0.634 3.192 -0.475 -0.1312
C -4.379 -3.058 -2.510 -0.1159
C -3.041 0.509 5.104 -0.2190
C 1.010 -1.700 -2.205 -0.1942
C 3.450 0.863 4.113 -0.2979
H 4.274 1.850 -1.492 0.1055
C 5.348 0.213 -0.618 -0.1100
C -0.718 -5.846 -0.365 -0.0960
H 2.190 -0.124 2.642 0.0908
C 1.361 -2.490 -3.306 -0.1131
C 0.648 -5.131 1.930 -0.1196
N -2.557 1.501 1.087 0.0439
H 0.395 -7.689 -0.284 0.0863
C -0.069 4.257 -0.908 -0.2871
C -2.376 -2.582 2.184 -0.2475
C -0.197 0.614 -3.802 -0.5686
F -1.333 3.836 2.484 0.0599
C -0.233 3.086 2.177 -0.5349
H 4.499 2.705 3.641 0.0604
C -1.684 0.607 3.075 -0.4542
H 1.512 -1.238 -0.182 0.0812
C -0.759 5.488 -0.981 -0.1322
H 1.867 -0.087 -4.113 0.0571
C 4.664 1.789 4.213 -0.1222
C -4.895 1.910 0.820 -0.0747
H -2.804 -2.289 1.224 0.0189
C 1.838 5.505 -1.844 -0.1583
P -0.529 -2.533 2.083 0.9864
H 5.303 -0.392 -1.522 0.0682
H -1.244 -6.109 -1.277 0.0959
H -1.422 -2.700 -4.112 0.0810
C -2.203 -2.506 -3.383 -0.1116
O 1.574 1.449 0.813 -0.5488
C -0.192 6.653 -1.450 -0.1591
C -4.090 1.178 2.990 -0.2206
O -0.552 0.322 -0.838 -0.3381
C -2.015 -1.526 -2.402 -0.1860
H 0.816 -2.386 -4.241 0.0787
H -1.880 -0.210 -4.927 0.0700
C 2.790 -2.787 -0.964 -0.0976
H 3.336 -2.916 -0.037 0.0956
C 3.108 -3.572 -2.062 -0.1152
H -0.323 -0.949 -5.335 0.0568
C 1.119 6.681 -1.879 -0.1690
S 2.673 1.954 1.696 1.0249
F 0.279 2.722 3.409 -0.0069
H -5.709 2.195 0.162 0.0922
H -4.220 1.952 -1.745 0.0800
H 4.846 2.073 5.251 0.0674
H -6.164 1.680 2.574 0.0468
H -0.581 2.389 -2.614 0.0500
C -3.356 2.211 -1.128 -0.0471
F 1.677 7.821 -2.330 0.0759
H 1.210 -4.855 2.816 0.0843
C -0.840 1.990 -3.593 -0.0902
H 5.039 1.888 1.300 0.0761
C -0.961 -4.621 0.237 -0.0962
F -2.034 5.532 -0.575 0.1052
Br -0.247 0.137 5.505 0.7497
C -0.815 -0.008 -5.062 -0.1097
C 1.303 0.846 -4.052 -0.0935
H -3.500 -3.995 -4.232 0.0873
O -0.574 0.374 2.404 -0.2601
C 0.890 -6.362 1.333 -0.1153
H -3.116 0.345 6.169 0.0773
H 3.919 -0.070 2.189 0.0847
H -0.529 -3.984 4.091 0.0358
C 4.199 1.219 -0.606 -0.2816
H 3.634 -0.042 4.697 0.1073
H 1.628 -7.033 1.762 0.0889
H -0.740 -2.265 4.487 -0.0348
H 3.243 0.704 -0.689 0.0866
H -2.731 -3.579 2.452 0.0453
C 4.192 2.097 0.642 -0.3003
H 4.213 3.155 0.376 0.0812
C 3.107 0.471 2.679 -0.2944
C -0.296 -4.244 1.408 -0.3897
F 2.011 3.231 -1.399 0.0885
H -4.983 -1.952 -0.771 0.1013
H 2.577 1.360 4.545 0.0829
H 0.863 -2.863 4.092 0.0238
F 3.120 5.504 -2.248 0.0883
C -3.371 -3.256 -3.448 -0.1120
H -0.702 0.680 -5.911 0.0757
H 1.447 1.401 -4.989 0.0769
C -4.158 0.830 4.357 -0.6331
C -3.621 1.867 0.310 -0.3218
C -3.043 -1.346 -1.471 -0.0904
H -5.289 -3.646 -2.555 0.0872
C -4.207 -2.104 -1.514 -0.0915
H 1.728 1.437 -3.234 0.0721
H -2.709 -1.858 2.932 0.0319
C -1.818 0.409 4.458 -0.6005
Br -5.842 0.888 5.265 0.6524
C -0.199 -2.969 3.857 -0.3175
C -5.163 1.601 2.175 -0.0866
F -0.917 7.780 -1.499 0.0931
H 6.314 0.728 -0.589 0.0686
H -1.932 1.933 -3.650 0.0798
C 1.763 -1.853 -1.042 -0.0902
Si -0.441 -0.464 -2.202 0.4784
C 1.260 4.342 -1.388 -0.1352
H 3.898 -4.312 -1.998 0.0882
H -0.491 2.696 -4.359 0.0841
C -2.808 1.098 2.388 -0.1611
C 0.203 -6.730 0.185 -0.1226
F 0.704 4.038 1.754 -0.0198
H -3.151 3.279 -1.234 0.0760
H -1.664 -3.934 -0.225 0.0952
H -2.481 1.671 -1.477 0.0297
Cr -0.508 1.611 0.795 0.8657
H -2.913 -0.598 -0.692 0.0868
H 5.567 1.300 3.835 0.0695
```

Values from the calculation:
Kohn-Sham gap (spin up / spin down) in eV: 3.51 / 5.83
Spin multiplicity: 5
Net charge: -2


[4]
This record from the Open Molecules 2025 dataset describes a molecular structure, C47H50CsN4OS3SiTe in a non-equilibrium geometry. The level of theory is wB97M-V/def2-TZVPD.

```
108
Properties=species:S:1:pos:R:3:lowdin_charge:R:1
H -2.260 5.582 3.406 0.0863
C -6.428 -0.276 -3.005 -0.1097
H 3.760 -5.908 -1.632 0.0708
C -4.477 0.201 -1.632 -0.2357
C -1.915 -2.454 -0.463 -0.5945
C -3.625 -4.088 0.409 -0.0604
H -3.490 -2.644 -2.647 0.1237
C 1.733 -6.182 -3.190 -0.0711
H -0.934 -0.324 4.260 0.1113
C 0.826 3.096 3.810 -0.0424
H -2.097 3.997 4.181 0.0901
H -3.270 1.821 -2.360 0.0897
C 1.177 -0.126 4.665 -0.3653
C -0.169 -0.244 5.025 -0.0201
H 2.327 -4.909 2.353 0.0064
C -1.591 4.726 3.542 -0.0708
C -3.161 -3.275 -0.625 -0.1906
Te 0.016 -5.003 0.700 1.4038
C -4.916 -4.134 -2.048 -0.1044
H 3.726 -5.952 2.583 0.0794
C -4.218 -0.327 1.464 -0.3017
C -5.881 -1.412 2.927 -0.1719
H -3.129 -4.055 1.369 0.1032
C 0.210 -8.162 0.998 -0.2982
C -3.827 -3.296 -1.849 -0.0577
Cs 1.038 -1.419 0.949 0.9476
H -5.419 -4.138 -3.008 0.0946
C -4.719 -4.917 0.213 -0.0920
H -1.545 -0.350 6.651 0.0975
H -2.174 3.491 0.487 0.0405
C 2.874 -5.874 -0.995 -0.0648
H -3.260 3.812 1.838 0.0878
H 0.912 3.663 4.742 0.0930
H 2.901 -6.731 -0.320 0.0739
H -3.000 1.128 2.541 0.0668
H -5.613 -1.935 0.898 0.0668
H 1.594 2.324 3.810 0.0656
C 0.369 -5.515 -1.328 -0.4381
N 1.022 3.949 2.643 -0.2005
C -0.925 -8.174 0.006 -0.0801
H 1.496 -11.592 2.639 0.0644
C 2.661 -5.837 2.806 -0.0875
H -4.658 2.288 -4.325 0.0886
H -6.704 0.944 -4.757 0.0837
H 2.710 -6.444 -3.584 0.0981
H 2.802 3.192 1.801 0.0761
C 1.678 -9.456 2.435 -0.2923
C -5.364 -4.950 -1.018 -0.1125
S 3.708 0.134 4.894 0.9492
C 2.934 0.041 3.290 -1.2540
H 2.520 4.928 1.568 0.0358
C -5.287 -1.276 1.699 -0.1567
C 2.131 -10.778 2.994 -0.0711
H -4.060 0.860 4.693 0.0725
N 1.630 -0.084 3.363 -0.1933
H -2.562 5.168 0.904 0.0752
H -6.674 -2.149 3.035 0.0781
C 1.817 -0.030 7.008 -0.1153
H 2.579 0.053 7.775 0.0952
N -1.260 4.166 2.241 -0.2217
H -0.696 5.073 4.048 0.0749
N -0.766 -2.905 -0.325 -0.3610
C -2.375 4.167 1.309 -0.1223
C -6.086 0.741 -3.889 -0.1286
C 0.480 -0.149 7.352 -0.1203
H 0.138 -10.294 1.208 0.1024
C -3.818 0.413 2.634 -0.1829
H -0.141 2.607 3.771 0.0884
H 3.159 -11.006 2.701 0.0718
C 2.417 4.105 2.265 -0.0976
C -5.488 -0.650 4.047 -0.1709
H -7.320 -0.870 -3.173 0.0908
H -5.951 -0.785 5.016 0.0509
C 2.288 -8.272 2.817 -0.0427
C -0.605 -5.795 -3.526 -0.0937
H -5.074 -5.531 1.032 0.0972
C 0.636 -6.156 -4.033 -0.1080
C -5.634 -0.537 -1.896 -0.1078
H 0.752 -6.401 -5.082 0.0894
C -4.159 1.220 -2.533 -0.1176
H 2.996 4.301 3.171 0.0876
H -5.934 -1.334 -1.225 0.0853
H 0.193 -0.161 8.397 0.0879
C -4.943 1.491 -3.647 -0.1169
C 0.835 -6.960 1.380 -0.3745
H 2.565 -5.734 3.890 0.0796
H 2.098 -10.783 4.087 0.0715
H -6.218 -5.601 -1.166 0.0868
H -1.690 -7.444 0.272 0.0539
H 3.106 -8.300 3.535 0.1141
C 1.889 -7.035 2.308 -0.3204
H -2.594 1.232 -0.018 0.0158
C 0.029 4.235 1.756 -0.7887
C -4.417 0.265 3.856 -0.1770
H -0.578 -7.901 -0.995 0.0682
H -1.476 -5.753 -4.169 0.0967
C 2.163 -0.020 5.662 -0.5078
O -2.136 -1.082 -0.561 -0.1992
C 1.627 -5.862 -1.833 -0.2970
C -0.505 -0.256 6.366 -0.0967
S 0.339 4.674 0.168 0.6122
H -1.384 -9.163 -0.052 0.0682
H 2.927 -4.983 -0.368 0.0648
C -0.730 -5.480 -2.184 -0.1410
S 3.912 0.146 1.896 0.3293
C 0.637 -9.380 1.520 -0.0370
Si -3.379 -0.026 -0.098 0.5948
H -1.698 -5.194 -1.787 0.0857
```

Values from the calculation:
Kohn-Sham gap (spin up / spin down) in eV: 2.46 / 5.88
Spin multiplicity: 2
Net charge: -2